{
  "formula": "C11H28Cl20GaOP2S",
  "method": "ωB97M-V/def2-TZVPD",
  "symbols": ["C", "P", "O", "Ga", "P", "S", "H", "H", "H", "H", "H", "H", "H", "H", "C", "Cl", "Cl", "H", "H", "C", "Cl", "Cl", "H", "H", "C", "Cl", "Cl", "H", "H", "C", "Cl", "Cl", "H", "H", "C", "Cl", "Cl", "H", "H", "C", "Cl", "Cl", "H", "H", "C", "Cl", "Cl", "H", "H", "C", "Cl", "Cl", "H", "H", "C", "Cl", "Cl", "H", "H", "C", "Cl", "Cl", "H", "H"],
  "positions_angstrom": [[-1.2628, -0.8097, 2.5904], [-1.0390, -1.6641, 0.9207], [-2.0701, -1.0180, -0.2842], [1.1432, -0.9688, 0.2138], [1.0643, 1.4124, 0.3567], [-0.4904, 2.1841, -0.5996], [-0.2472, -0.5806, 3.0410], [-1.7748, 0.1925, 2.4335], [-1.8067, -1.4444, 3.3467], [-2.4815, -1.7219, -0.8054], [1.5360, -1.4900, -1.2436], [2.1570, -1.4465, 1.3532], [0.8200, 1.6854, 1.7583], [2.3077, 2.0362, 0.0247], [-4.4804, 3.1984, -1.4667], [-5.0021, 4.0144, 0.0140], [-3.2547, 4.1385, -2.3216], [-4.0608, 2.2291, -1.2059], [-5.3414, 3.0669, -2.1172], [-3.3797, -3.4787, -3.5173], [-3.7251, -3.4944, -1.7852], [-4.4572, -2.3713, -4.3783], [-2.3517, -3.1581, -3.6685], [-3.5165, -4.4818, -3.9130], [-0.5554, 6.7722, -4.1744], [-0.2204, 5.5145, -2.9798], [-2.2571, 6.7712, -4.6568], [-0.3132, 7.7408, -3.7439], [0.0589, 6.5955, -5.0539], [0.2736, -4.9622, -1.3071], [1.0051, -6.3359, -0.4529], [0.0232, -3.5725, -0.2211], [0.9339, -4.6653, -2.1220], [-0.6895, -5.2717, -1.7079], [2.7049, 5.9512, -0.9886], [1.7715, 4.5023, -0.6052], [4.4446, 5.6719, -0.8035], [2.5022, 6.2370, -2.0180], [2.4050, 6.7526, -0.3173], [-6.6515, -3.4820, -6.9662], [-5.5534, -4.1698, -8.1689], [-7.7538, -4.7079, -6.3279], [-6.0644, -3.0754, -6.1463], [-7.2350, -2.6922, -7.4327], [2.8621, -4.9289, 2.6705], [2.5277, -5.0142, 4.4087], [1.8327, -3.7357, 1.8696], [3.9019, -4.6391, 2.5262], [2.6823, -5.9077, 2.2289], [6.9063, -2.9267, 2.6860], [7.1749, -4.2470, 3.8330], [5.2128, -2.8350, 2.1957], [7.1877, -1.9885, 3.1572], [7.5197, -3.0963, 1.8047], [1.3190, 4.2359, 3.0470], [2.1824, 5.3019, 4.1665], [1.1585, 2.6055, 3.7070], [0.3273, 4.6429, 2.8666], [1.8717, 4.1839, 2.1123], [1.5187, 0.5927, 6.9010], [1.5914, 0.0267, 5.2313], [3.1162, 0.5690, 7.6611], [1.1395, 1.6120, 6.9103], [0.8518, -0.0553, 7.4638]],
  "forces_ev_per_angstrom": [[-0.140, 1.247, 0.186], [-0.386, 1.236, 0.906], [0.186, 0.232, 0.681], [0.285, 0.512, 0.077], [-0.431, -0.839, 0.529], [-0.320, 0.606, -0.445], [-1.017, -0.317, -0.686], [0.448, -1.098, 0.389], [0.313, 0.668, -0.947], [0.169, 0.029, 0.535], [-0.035, 0.394, 0.065], [-0.089, 0.627, -0.227], [0.762, -0.189, -1.310], [-0.251, -0.008, 0.480], [0.100, -0.258, -0.163], [-0.112, -0.031, 0.060], [-0.139, -0.092, -0.017], [0.109, 0.173, 0.091], [0.055, 0.145, 0.094], [0.220, -0.171, 0.010], [0.006, -0.181, -0.071], [0.098, 0.084, -0.001], [-0.139, 0.123, 0.071], [-0.118, 0.116, 0.067], [0.226, -0.022, 0.053], [0.057, 0.153, -0.150], [-0.021, 0.111, -0.100], [-0.134, -0.096, 0.011], [-0.140, -0.066, 0.056], [0.514, 0.306, -0.442], [0.061, -0.288, -0.054], [-1.229, -2.504, -2.071], [0.039, -0.145, 0.102], [0.046, -0.033, 0.207], [-0.246, -0.021, 0.091], [0.001, 0.533, -0.190], [0.174, 0.127, -0.022], [0.067, -0.140, 0.062], [0.117, -0.110, 0.006], [-0.020, 0.237, 0.059], [0.051, 0.076, -0.012], [-0.044, 0.052, 0.059], [-0.075, -0.232, -0.149], [0.009, -0.185, -0.046], [-0.080, -0.171, -0.281], [0.091, -0.107, 0.152], [1.181, -1.060, 1.253], [-0.432, -0.237, 0.215], [-0.130, 0.091, 0.127], [-0.002, 0.172, -0.147], [0.113, -0.032, 0.041], [0.382, 0.540, -0.138], [-0.108, -0.127, 0.050], [-0.105, -0.090, 0.090], [-0.225, -0.108, -0.294], [0.047, 0.126, 0.013], [0.071, 0.687, 0.732], [0.095, -0.041, 0.089], [0.006, -0.045, 0.139], [-0.245, 0.055, -0.103], [-0.009, -0.376, 0.240], [0.010, 0.038, 0.126], [0.156, -0.052, -0.077], [0.159, -0.024, -0.069]],
  "largest_force_ev_per_a": 3.47,
  "spin_multiplicity": 1,
  "gap_ha": 0.2121,
  "homo_energy_ha": -0.1393,
  "charge": -1
}



{
  "formula": "C11H28MgN2O3SSbSe4",
  "method": "ωB97M-V/def2-TZVPD",
  "symbols": ["Mg", "N", "C", "C", "C", "N", "H", "H", "H", "H", "H", "H", "H", "H", "H", "H", "C", "O", "C", "C", "O", "C", "H", "H", "H", "H", "H", "H", "H", "H", "H", "H", "Se", "Sb", "Se", "Se", "Se", "O", "S", "C", "C", "C", "C", "H", "H", "H", "H", "H", "H", "H", "H"],
  "positions_angstrom": [[-0.3463, 0.7803, 0.2398], [0.1719, 1.2240, 2.3167], [1.5343, 1.8022, 2.4181], [2.5823, 0.7578, 1.9344], [2.7467, 0.4472, 0.4396], [1.6491, 0.9349, -0.4289], [-0.5964, 1.8836, 2.6050], [0.0809, 0.3517, 2.8612], [1.8546, 1.9790, 3.4771], [1.5647, 2.8151, 1.9122], [2.3139, -0.2013, 2.4384], [3.5739, 1.0066, 2.3166], [2.7226, -0.6624, 0.3503], [3.7369, 0.8262, 0.0395], [1.7710, 0.5633, -1.3952], [1.7109, 1.9644, -0.5367], [-0.1374, 1.8833, -3.6500], [-0.3447, 0.8151, -2.6456], [-1.5450, 0.1010, -2.8490], [-2.6034, 0.5939, -1.8599], [-2.1748, 0.1325, -0.6005], [-3.1185, 0.1156, 0.4862], [-0.5189, 1.6202, -4.6335], [0.9308, 2.0203, -3.7370], [-0.5689, 2.8201, -3.3336], [-1.3404, -0.9429, -2.5714], [-1.8795, 0.1385, -3.9122], [-3.5827, 0.0976, -2.0690], [-2.8122, 1.6763, -1.9162], [-4.0327, -0.3946, 0.1898], [-3.3938, 1.1327, 0.7579], [-2.5928, -0.3217, 1.3315], [-0.9324, 5.8146, -3.2875], [-0.1071, 5.4704, -0.9073], [-1.3198, 3.6176, 0.2828], [-0.0745, 7.7709, 0.3014], [2.2230, 4.5262, -0.9550], [-0.0317, -1.3233, 0.6670], [-0.9177, -2.5767, 1.0384], [-0.0018, -3.4026, 2.3911], [0.7479, -4.7041, 1.8595], [0.6560, -4.7949, 0.2517], [-0.3887, -3.7538, -0.2658], [-0.7270, -3.6554, 3.1672], [0.7090, -2.6815, 2.8439], [0.3202, -5.6340, 2.2952], [1.7837, -4.7083, 2.1967], [0.2760, -5.8155, -0.0365], [1.6733, -4.6698, -0.1584], [-1.2681, -4.3364, -0.5779], [0.0239, -3.1040, -1.0821]],
  "forces_ev_per_angstrom": [[0.272, 1.291, -0.530], [-1.187, -0.059, 0.287], [0.962, 0.506, 0.422], [-0.461, -0.185, 0.145], [0.415, -0.342, -0.975], [0.035, -0.328, -0.495], [1.269, -0.458, -0.341], [0.266, 0.722, -0.103], [-0.678, 0.040, -0.602], [-0.086, -1.238, 0.111], [0.077, 0.525, -0.139], [-0.168, 0.246, 0.123], [0.309, 0.656, -0.129], [-1.041, -0.371, 0.559], [-0.144, 0.447, 1.013], [0.215, 0.375, -0.122], [0.329, -0.339, 0.797], [-0.011, 0.252, -1.235], [-0.146, 0.334, 0.227], [-1.592, -0.278, -1.416], [0.510, -0.194, 1.381], [0.044, 0.981, -0.661], [-0.245, -0.409, 0.016], [0.266, 0.072, 0.158], [-0.275, 0.361, 0.258], [-0.066, -0.002, -0.221], [0.074, 0.084, 0.756], [0.512, 0.098, -0.015], [0.608, -0.192, 0.361], [0.089, -0.448, 0.096], [0.052, 0.290, -0.020], [-0.253, -0.340, 0.032], [0.123, -0.527, 0.982], [0.879, 1.677, -0.740], [-0.514, -1.482, 0.445], [-0.208, -1.593, -0.476], [-0.250, -0.415, 0.118], [-1.455, -1.490, 0.874], [2.451, 1.523, -1.007], [0.747, -1.017, -0.041], [-0.858, 0.001, -0.694], [-0.256, -0.262, 1.270], [0.540, -0.600, -0.198], [-0.027, -0.017, -0.127], [-0.482, -0.168, -0.611], [-0.030, 0.786, -0.225], [-0.006, 0.249, -0.172], [0.612, 1.007, 0.308], [-0.665, 0.152, -0.019], [0.123, 0.620, -0.152], [-0.677, -0.539, 0.732]],
  "relative_energy_kcal_mol": 2.8,
  "largest_force_ev_per_a": 3.06,
  "spin_multiplicity": 1,
  "gap_ha": 0.1085,
  "homo_energy_ha": -0.0858,
  "charge": -1
}



{
  "formula": "C11H28O17V3",
  "method": "ωB97M-V/def2-TZVPD",
  "symbols": ["O", "V", "O", "O", "V", "O", "O", "V", "O", "C", "O", "O", "O", "C", "O", "O", "O", "O", "H", "H", "O", "H", "H", "C", "C", "C", "O", "H", "H", "H", "H", "H", "H", "H", "H", "C", "C", "C", "O", "H", "H", "H", "H", "H", "H", "H", "H", "C", "C", "C", "O", "H", "H", "H", "H", "H", "H", "H", "H"],
  "positions_angstrom": [[14.3788, 28.7396, -23.8236], [13.1938, 28.2052, -22.8662], [13.9989, 27.4442, -21.6780], [8.7537, 29.2525, -20.2696], [10.0573, 30.0611, -20.8057], [11.0491, 30.2992, -19.6788], [9.9206, 31.1369, -25.7279], [10.7846, 31.2025, -24.4185], [12.1685, 31.9762, -24.7335], [10.1033, 32.4048, -22.1761], [11.0982, 31.6481, -22.1714], [9.6280, 32.7953, -23.2321], [9.2015, 32.1096, -21.3588], [10.5800, 28.7338, -23.3238], [9.6079, 29.4199, -23.2163], [11.5146, 29.1623, -24.0239], [10.9852, 28.2327, -22.2178], [6.9166, 30.8497, -23.1655], [7.5392, 30.1267, -23.2421], [6.0645, 30.4527, -23.3458], [7.2222, 28.3066, -24.5735], [6.5016, 28.3332, -23.9440], [8.0022, 28.5009, -24.0538], [14.4844, 30.2324, -19.5632], [13.9915, 31.0914, -20.6979], [15.0840, 31.7884, -21.5476], [13.3492, 30.2427, -21.5630], [13.6458, 29.5614, -19.3773], [14.4472, 30.8582, -18.6716], [15.3985, 29.6930, -19.8113], [13.2076, 31.7783, -20.3789], [14.7941, 32.1471, -22.5352], [15.8485, 31.0812, -21.8692], [15.4120, 32.5369, -20.8263], [12.6148, 30.7456, -21.9226], [11.6602, 28.9644, -27.5620], [12.4049, 27.5602, -27.4515], [13.9055, 27.6684, -27.6176], [12.2817, 27.1939, -26.1036], [10.6202, 28.9531, -27.2357], [11.5895, 29.1388, -28.6356], [12.2763, 29.6876, -27.0278], [12.0088, 26.6510, -27.9037], [14.3141, 28.5032, -27.0483], [14.1660, 27.7320, -28.6741], [14.4078, 26.8179, -27.1566], [12.1386, 27.9888, -25.5846], [11.3696, 24.2008, -24.1834], [12.1225, 24.9422, -23.1688], [13.1668, 24.1282, -22.3450], [12.7700, 25.9478, -23.8481], [10.6894, 24.7340, -24.8475], [10.6479, 23.4778, -23.8030], [11.9958, 23.6342, -24.8725], [11.5267, 25.5385, -22.4777], [12.6310, 23.8056, -21.4523], [14.0375, 24.7169, -22.0563], [13.6302, 23.3328, -22.9287], [12.2838, 26.3072, -24.5938]],
  "forces_ev_per_angstrom": [[-2.171, -0.918, 0.893], [4.007, -0.517, 1.913], [-1.806, 1.085, -1.845], [1.916, 1.096, -0.390], [-4.110, 0.440, -3.031], [1.584, -0.052, 2.447], [0.170, -0.109, -0.051], [1.176, 2.327, 0.995], [-1.689, -1.346, -0.121], [-4.730, -3.313, -0.419], [4.803, -2.794, 0.000], [1.406, 2.521, -5.582], [-0.688, -1.218, 5.465], [2.346, 1.972, 5.388], [-6.707, 2.864, -1.489], [3.656, 0.366, -5.107], [1.664, -3.204, 1.784], [-0.232, 0.377, 0.252], [0.250, 0.120, 0.003], [-0.156, 0.011, -0.113], [-0.270, -0.425, -0.429], [-0.148, -0.136, 0.126], [0.447, 0.090, 0.142], [-1.042, 0.670, 0.453], [1.410, 0.474, -0.949], [-0.209, -0.242, 1.158], [-2.323, -2.935, -2.677], [0.272, -0.445, -0.061], [1.041, -0.116, 0.242], [-0.017, 0.162, 0.381], [0.324, 0.387, 0.390], [-0.820, 0.641, 0.466], [0.330, -0.209, 0.804], [0.880, 0.487, -0.727], [-0.396, 0.458, -0.390], [0.537, -2.228, -1.614], [-0.010, 1.238, 1.386], [0.325, 0.052, -0.806], [-0.871, -0.593, 2.266], [0.213, -0.196, 0.447], [0.262, 0.767, -0.041], [-0.219, 0.157, -0.183], [-0.295, 0.616, -1.113], [-0.232, 0.364, -0.237], [0.341, 0.160, -0.025], [-0.244, -0.345, -0.299], [-0.040, 0.438, 0.086], [-1.885, -2.173, -1.113], [0.351, 0.390, 1.758], [-0.528, 0.511, -0.598], [2.724, 3.310, -0.510], [0.300, 1.004, 0.175], [0.272, -0.307, 0.623], [0.441, 0.043, 0.171], [-0.802, -0.918, 0.502], [0.385, -0.496, -0.023], [-0.432, 0.554, 0.175], [-0.521, -0.411, 0.010], [-0.239, -0.507, -0.960]],
  "relative_energy_kcal_mol": 47.1,
  "largest_force_ev_per_a": 7.44,
  "spin_multiplicity": 1,
  "gap_ha": 0.2932,
  "homo_energy_ha": -0.2420,
  "charge": -1
}



{
  "formula": "C11H29BF4N2S4SeSiV",
  "method": "ωB97M-V/def2-TZVPD",
  "symbols": ["V", "C", "C", "S", "C", "C", "S", "C", "C", "S", "C", "C", "S", "H", "H", "H", "H", "H", "H", "H", "H", "H", "H", "H", "H", "H", "H", "H", "H", "N", "N", "H", "H", "H", "H", "C", "Si", "C", "C", "Se", "H", "H", "H", "H", "H", "H", "H", "H", "H", "F", "B", "F", "F", "F"],
  "positions_angstrom": [[-0.0125, -0.2642, -0.0734], [-2.3436, 2.4344, -0.0300], [-2.6018, 1.9277, -1.4370], [-2.3585, 0.1388, -1.4588], [-2.6229, -0.2465, -3.2098], [-1.5303, 0.1720, -4.1807], [-0.0135, -0.7777, -3.9271], [1.2245, 0.5018, -4.1934], [1.2297, 1.5935, -3.1389], [1.7048, 0.9594, -1.5062], [1.7341, 2.5319, -0.6041], [0.3615, 3.1291, -0.3406], [-0.7068, 2.0218, 0.6400], [-3.0561, 1.9981, 0.6726], [-2.4619, 3.5165, 0.0359], [-1.9307, 2.4028, -2.1546], [-3.6255, 2.1715, -1.7244], [-3.5706, 0.2248, -3.4798], [-2.7914, -1.3234, -3.2427], [-1.3345, 1.2408, -4.0889], [-1.9166, 0.0149, -5.1897], [1.1105, 0.9668, -5.1747], [2.1831, -0.0196, -4.2054], [0.2640, 2.0970, -3.0852], [1.9822, 2.3431, -3.3939], [2.3244, 3.2440, -1.1837], [2.2728, 2.3391, 0.3220], [-0.1506, 3.3428, -1.2781], [0.4549, 4.0626, 0.2138], [-1.7516, -0.8933, 2.4956], [-1.3854, -1.3826, 1.1967], [-2.5115, -1.4518, 2.8718], [-2.0831, 0.0586, 2.3963], [-2.2029, -1.6586, 0.6549], [-0.8296, -2.2309, 1.3310], [3.3943, -1.5576, 3.8952], [1.5797, -1.2788, 3.5539], [0.8290, -0.0637, 4.7580], [0.6741, -2.9065, 3.4756], [1.6836, -0.2288, 1.4743], [3.5108, -1.9942, 4.8898], [3.9655, -0.6292, 3.8679], [3.8336, -2.2463, 3.1725], [1.1345, -0.3123, 5.7763], [-0.2585, -0.0879, 4.7075], [1.1618, 0.9562, 4.5594], [1.0088, -3.5292, 4.3077], [0.8964, -3.4451, 2.5545], [-0.4048, -2.7794, 3.5721], [2.0500, -2.4712, -1.2944], [0.8840, -3.1228, -1.0237], [0.7424, -3.5317, 0.2821], [0.4664, -4.0109, -1.9500], [-0.2066, -1.9459, -1.1085]],
  "forces_ev_per_angstrom": [[-0.940, -0.475, -0.751], [-0.038, 0.001, -0.009], [0.054, 0.111, -0.004], [0.119, 0.125, 0.054], [-0.086, -0.065, -0.053], [-0.149, 0.084, -0.013], [0.022, 0.001, -0.058], [0.094, 0.099, -0.067], [0.001, 0.101, -0.016], [0.047, 0.027, 0.058], [0.069, 0.088, -0.002], [-0.001, -0.002, -0.050], [-0.002, 0.140, 0.159], [0.014, -0.019, -0.010], [0.025, -0.008, -0.044], [-0.008, -0.020, 0.002], [-0.011, -0.075, -0.010], [0.012, -0.018, 0.029], [0.083, -0.014, 0.042], [0.054, -0.009, 0.008], [0.068, -0.045, -0.012], [-0.070, -0.065, 0.002], [-0.022, -0.025, 0.036], [-0.010, -0.030, 0.007], [-0.001, -0.004, 0.009], [0.004, -0.026, 0.004], [-0.030, -0.037, -0.002], [-0.023, -0.007, 0.014], [0.011, -0.006, 0.014], [-0.049, 0.047, -0.144], [0.088, -0.064, 0.096], [-0.005, 0.023, 0.012], [0.018, -0.003, 0.029], [0.035, -0.022, -0.037], [0.016, 0.027, 0.025], [-0.102, 0.027, -0.035], [0.040, -0.116, 0.264], [0.037, 0.000, -0.080], [-0.017, 0.055, -0.023], [0.503, 0.041, 0.182], [-0.006, -0.018, 0.020], [-0.024, 0.028, -0.003], [-0.018, -0.010, -0.019], [-0.005, -0.058, 0.022], [-0.010, 0.001, -0.015], [0.029, -0.006, -0.013], [0.010, -0.009, 0.043], [0.033, -0.016, 0.010], [0.053, 0.002, 0.015], [0.065, -0.008, 0.029], [-0.146, 0.011, -0.238], [0.021, -0.035, 0.120], [0.032, -0.016, 0.014], [0.114, 0.295, 0.389]],
  "s_squared": 2.1068,
  "relative_energy_kcal_mol": 0.0,
  "largest_force_ev_per_a": 1.29,
  "spin_multiplicity": 3,
  "gap_ha": [0.2719, 0.3154],
  "homo_energy_ha": [-0.4263, -0.4275],
  "charge": 1
}



| no. | E (eV) |
| --- | --- |
| 1 | -346145.342 |
| 2 | -305189.055 |
| 3 | -123734.952 |
| 4 | -168660.472 |